[1]
DFT (wB97M-V/def2-TZVPD) results for a 2-piece molecular cluster, C3H3Cl3S overall at a distorted geometry.

The HOMO energy (spin up / spin down) is -8.37 / -8.21 eV.

```
! wB97M-V def2-TZVPD RIJCOSX def2/J DEFGRID3
* xyz 0 1
C 0.497 0.591 -1.910
C 0.538 -0.310 0.412
C -0.861 -0.025 1.001
S 1.049 -0.369 -3.000
Cl 1.795 0.517 1.148
Cl -2.027 -1.026 0.076
Cl -1.027 -0.721 2.721
H 0.253 1.592 -1.921
H 0.808 -1.354 0.264
H -1.026 1.105 1.210
*
```



[2]
DFT (wB97M-V/def2-TZVPD) results for one molecule with the formula C3H7N3 at a distorted geometry.

The HOMO energy is -8.45 eV. The SMILES is [H]/N=C(N)/C=C\N.

```
! wB97M-V def2-TZVPD RIJCOSX def2/J DEFGRID3
* xyz 0 1
H -1.095 1.826 1.894
N -0.485 1.902 1.050
C -0.443 0.781 0.442
N -0.902 -0.405 1.069
C 0.239 0.570 -0.842
C 0.749 -0.547 -1.319
N 0.869 -1.770 -0.644
H -1.263 -1.154 0.499
H -1.461 -0.278 1.947
H 0.490 1.432 -1.479
H 1.190 -0.676 -2.276
H 0.831 -1.760 0.391
H 1.664 -2.297 -0.985
*
```



[3]
DFT (wB97M-V/def2-TZVPD) results for one molecule with the formula C4H9NO2 at a distorted geometry.

The HOMO energy is -8.62 eV.

```
! wB97M-V def2-TZVPD RIJCOSX def2/J DEFGRID3
* xyz 0 1
C 1.307 0.244 -0.639
C 0.447 -0.553 0.348
C 0.031 0.216 1.602
O -1.049 -0.410 2.252
N -0.718 -0.756 -0.497
C -0.514 0.070 -1.611
O -0.940 1.358 -1.707
H 2.039 -0.348 -1.187
H 1.905 1.053 -0.131
H -0.337 1.782 -1.090
H 0.840 -1.524 0.669
H 0.858 0.240 2.317
H -0.211 1.260 1.332
H -1.749 -0.491 1.586
H -0.959 -1.704 -0.742
H -0.953 -0.438 -2.501
*
```